{
  "formula": "C22H49F3MnN6O10S",
  "method": "ωB97M-V/def2-TZVPD",
  "symbols": ["Mn", "C", "F", "F", "F", "S", "O", "O", "O", "C", "C", "C", "O", "H", "H", "H", "H", "H", "H", "H", "C", "O", "N", "C", "C", "H", "H", "H", "H", "H", "H", "H", "C", "O", "N", "C", "C", "H", "H", "H", "H", "H", "H", "H", "C", "O", "N", "C", "C", "H", "H", "H", "H", "H", "H", "H", "C", "O", "N", "C", "C", "H", "H", "H", "H", "H", "H", "H", "C", "O", "N", "C", "C", "H", "H", "H", "H", "H", "H", "H", "C", "O", "N", "C", "C", "H", "H", "H", "H", "H", "H", "H"],
  "coordinates": [[-16.959, 5.562, -20.585], [-19.520, 2.687, -23.543], [-18.716, 2.473, -24.651], [-20.081, 3.852, -23.772], [-20.412, 1.684, -23.357], [-18.273, 2.825, -22.094], [-19.092, 2.461, -20.899], [-17.199, 1.827, -22.375], [-17.875, 4.253, -22.047], [-17.709, 6.977, -24.372], [-16.693, 7.656, -23.367], [-16.971, 9.273, -23.403], [-16.737, 7.114, -22.046], [-17.494, 7.287, -25.395], [-18.699, 7.291, -24.040], [-17.501, 5.929, -24.159], [-15.752, 7.499, -23.894], [-16.928, 9.693, -24.408], [-16.099, 9.769, -22.977], [-17.824, 9.656, -22.844], [-20.477, 14.185, -22.145], [-20.710, 15.329, -21.737], [-19.706, 13.238, -21.677], [-19.229, 13.360, -20.245], [-19.620, 11.939, -22.341], [-20.778, 13.942, -23.176], [-19.420, 14.352, -19.835], [-18.145, 13.268, -20.307], [-19.677, 12.664, -19.535], [-19.734, 11.873, -23.423], [-18.538, 11.857, -22.231], [-20.229, 11.195, -21.827], [-14.606, 12.323, -24.709], [-13.489, 12.171, -25.101], [-15.048, 13.279, -23.925], [-16.270, 12.916, -23.170], [-14.171, 14.272, -23.164], [-15.408, 11.632, -25.012], [-16.067, 11.942, -22.726], [-17.141, 12.722, -23.797], [-16.540, 13.573, -22.343], [-13.228, 14.610, -23.592], [-14.868, 15.103, -23.060], [-13.890, 13.710, -22.273], [-19.813, 6.836, -21.003], [-19.021, 6.037, -20.541], [-20.531, 7.763, -20.305], [-21.465, 8.508, -21.111], [-20.383, 7.904, -18.831], [-20.081, 6.809, -22.071], [-21.706, 9.465, -20.648], [-22.383, 8.002, -21.411], [-21.146, 8.748, -22.124], [-20.416, 8.921, -18.439], [-21.164, 7.295, -18.376], [-19.439, 7.496, -18.469], [-22.293, 8.801, -25.452], [-21.659, 8.806, -24.420], [-21.925, 7.922, -26.439], [-20.950, 6.861, -26.229], [-22.572, 7.904, -27.710], [-23.213, 9.371, -25.656], [-20.823, 6.753, -25.152], [-20.088, 7.331, -26.702], [-21.178, 5.879, -26.642], [-22.963, 8.834, -28.123], [-21.801, 7.565, -28.402], [-23.375, 7.179, -27.577], [-17.789, 11.519, -26.937], [-16.790, 12.229, -27.316], [-19.044, 11.864, -27.297], [-20.139, 11.006, -26.924], [-19.290, 13.031, -28.056], [-17.790, 10.750, -26.150], [-20.723, 10.750, -27.808], [-20.957, 11.510, -26.410], [-19.936, 10.072, -26.400], [-18.407, 13.491, -28.499], [-20.090, 12.743, -28.737], [-19.659, 13.668, -27.252], [-11.769, 9.188, -21.319], [-10.757, 9.828, -21.220], [-11.828, 7.839, -21.763], [-13.051, 7.143, -21.933], [-10.495, 7.098, -22.055], [-12.743, 9.574, -20.981], [-13.241, 6.647, -22.885], [-13.922, 7.749, -21.684], [-12.956, 6.379, -21.161], [-10.384, 6.535, -22.982], [-9.549, 7.640, -22.059], [-10.282, 6.349, -21.293]],
  "lumo_ev": [1.64, 1.64],
  "s_squared": 12.003,
  "multiplicity": 7,
  "gap_ev": [4.397, 7.205],
  "energy_ha": -3797.29355,
  "charge": -1
}


{
  "formula": "C17H22Cl2I2N2O2SiW",
  "method": "ωB97M-V/def2-TZVPD",
  "symbols": ["W", "I", "C", "C", "C", "I", "C", "O", "C", "C", "N", "C", "C", "C", "C", "C", "C", "N", "C", "H", "H", "H", "H", "H", "H", "H", "H", "H", "H", "H", "Cl", "C", "Cl", "H", "H", "C", "Si", "C", "C", "O", "H", "H", "H", "H", "H", "H", "H", "H", "H"],
  "coordinates": [[0.331, 0.844, 0.849], [-7.325, 1.513, 0.598], [-5.265, 1.597, 0.818], [-4.714, 2.174, 1.956], [-3.335, 2.235, 2.111], [-2.460, 3.039, 3.810], [-2.547, 1.724, 1.098], [-1.167, 1.773, 1.210], [-3.066, 1.129, -0.046], [-2.135, 0.574, -1.089], [-1.112, -0.321, -0.450], [-0.341, -1.101, -1.440], [0.896, -1.654, -0.793], [1.552, -2.765, -1.281], [2.746, -3.161, -0.695], [3.260, -2.423, 0.362], [2.555, -1.333, 0.816], [1.381, -0.963, 0.262], [-4.444, 1.065, -0.175], [-5.356, 2.572, 2.730], [-1.587, 1.358, -1.613], [-2.698, 0.000, -1.826], [-1.627, -0.978, 0.134], [-0.048, -0.422, -2.244], [-0.951, -1.895, -1.872], [1.133, -3.310, -2.116], [3.272, -4.031, -1.065], [4.196, -2.686, 0.835], [2.930, -0.720, 1.622], [-4.883, 0.608, -1.053], [-0.659, -0.858, 2.567], [0.689, 0.282, 2.880], [2.039, 2.240, 1.601], [1.574, -0.253, 3.199], [0.360, 1.033, 3.594], [1.276, 1.802, -3.542], [2.014, 2.203, -1.888], [3.602, 1.294, -1.593], [2.041, 4.011, -1.531], [0.858, 1.486, -0.774], [1.864, 2.286, -4.326], [0.255, 2.179, -3.637], [1.283, 0.733, -3.764], [4.354, 1.627, -2.313], [3.482, 0.217, -1.737], [4.002, 1.479, -0.595], [2.496, 4.241, -0.569], [1.035, 4.436, -1.551], [2.622, 4.516, -2.307]],
  "lumo_ev": -7.97,
  "gap_ev": 5.862,
  "energy_ha": -2792.95387,
  "charge": 2
}